C37H83N9O29S5 | ωB97M-V/def2-TZVPD

Values from the calculation:
Multiplicity: 2
E_tot in eV: -166675.64743
HOMO-LUMO gap (spin up / spin down) in eV: 2.404 / 8.167
Net charge: -1

Element x y z (Å)
C: 0.89 -3.61 -5.27
C: 0.59 -2.13 -5.72
O: 1.55 -1.28 -5.16
S: 2.72 -2.13 -4.32
O: 3.03 -1.53 -3.04
O: 3.80 -2.58 -5.20
O: 1.68 -3.43 -4.16
H: 1.41 -4.25 -5.99
H: -0.04 -4.07 -4.97
H: -0.39 -1.75 -5.43
H: 0.58 -2.00 -6.80
C: -0.94 -6.20 -0.12
C: 0.32 -6.99 0.20
O: 1.38 -6.15 -0.14
S: 0.95 -4.58 0.24
O: 1.61 -3.57 -0.61
O: 1.05 -4.40 1.70
O: -0.56 -4.87 -0.27
H: -1.68 -6.32 0.67
H: -1.41 -6.48 -1.06
H: 0.45 -7.98 -0.24
H: 0.39 -7.22 1.26
C: 1.45 1.69 -5.16
C: 0.69 1.31 -3.88
O: 0.64 2.59 -3.12
S: 0.43 3.84 -4.20
O: 0.89 5.14 -3.73
O: -0.89 3.73 -4.88
O: 1.67 3.08 -5.10
H: 0.92 1.55 -6.11
H: 2.43 1.23 -5.30
H: 1.31 0.68 -3.24
H: -0.31 0.95 -4.13
C: 0.63 -0.02 1.05
C: 1.01 0.27 -0.37
O: -0.27 0.70 -0.94
S: -1.62 -0.05 -0.26
O: -1.73 -1.40 -0.87
O: -2.82 0.85 -0.30
O: -0.78 -0.03 1.21
H: 1.09 0.78 1.63
H: 1.01 -0.99 1.38
H: 1.39 -0.66 -0.81
H: 1.77 1.05 -0.41
C: -2.36 -4.28 3.08
C: -2.63 -3.14 2.17
O: -3.97 -3.26 1.87
S: -4.85 -3.97 3.08
O: -6.03 -4.59 2.51
O: -5.04 -3.04 4.20
O: -3.60 -5.03 3.28
H: -2.16 -3.99 4.11
H: -1.56 -4.92 2.72
H: -2.05 -3.26 1.26
H: -2.40 -2.12 2.50
C: 5.79 0.37 -5.83
C: 5.26 1.33 -4.81
O: 4.86 2.44 -5.17
N: 5.16 0.82 -3.59
C: 4.60 1.62 -2.44
H: 5.91 0.87 -6.79
H: 5.03 -0.39 -6.01
H: 6.62 -0.24 -5.48
H: 5.30 -0.17 -3.47
H: 3.58 1.30 -2.25
H: 4.67 2.70 -2.55
H: 5.17 1.32 -1.55
C: 0.34 -2.16 4.06
C: -0.35 -1.10 4.86
O: -1.50 -1.25 5.27
N: 0.32 -0.01 5.18
C: -0.20 1.07 5.97
H: 0.70 -2.84 4.83
H: 1.33 -1.89 3.71
H: -0.24 -2.74 3.34
H: 1.27 0.16 4.88
H: 0.69 1.46 6.48
H: -0.90 0.68 6.70
H: -0.71 1.84 5.39
C: 2.61 6.53 2.13
C: 3.02 5.70 0.94
O: 4.11 5.76 0.42
N: 2.08 4.93 0.44
C: 2.20 4.20 -0.80
H: 3.39 7.13 2.61
H: 2.29 5.94 2.99
H: 1.81 7.24 1.88
H: 1.20 4.82 0.94
H: 1.24 3.72 -1.03
H: 2.94 3.41 -0.69
H: 2.47 4.89 -1.60
C: 3.00 3.32 3.64
C: 3.50 2.26 4.68
O: 3.73 2.61 5.80
N: 3.86 1.08 4.26
C: 4.56 0.16 5.11
H: 1.99 3.68 3.86
H: 2.86 2.82 2.69
H: 3.70 4.15 3.54
H: 3.99 0.84 3.29
H: 5.63 0.33 4.96
H: 4.40 -0.83 4.69
H: 4.32 0.21 6.17
C: -1.79 3.37 3.35
C: -1.35 3.93 1.99
O: -0.24 4.52 1.93
N: -2.14 3.81 0.98
C: -1.75 4.06 -0.43
H: -2.44 4.10 3.84
H: -0.87 3.35 3.93
H: -2.19 2.37 3.19
H: -3.08 3.50 1.21
H: -0.99 4.83 -0.58
H: -2.60 4.51 -0.95
H: -1.40 3.12 -0.85
C: -6.88 2.96 -2.88
C: -6.94 1.52 -2.59
O: -7.47 0.80 -3.43
N: -6.30 1.03 -1.55
C: -6.07 -0.38 -1.38
H: -7.37 3.30 -3.79
H: -5.81 3.15 -2.86
H: -7.29 3.49 -2.02
H: -5.94 1.58 -0.78
H: -5.32 -0.44 -0.59
H: -5.58 -0.76 -2.27
H: -6.96 -0.99 -1.18
C: 4.77 -1.20 0.05
C: 4.78 0.06 0.88
O: 3.73 0.49 1.38
N: 5.89 0.72 1.06
C: 5.99 1.94 1.88
H: 5.82 -1.34 -0.18
H: 4.08 -1.10 -0.79
H: 4.41 -1.95 0.76
H: 6.77 0.32 0.76
H: 6.79 2.63 1.62
H: 6.29 1.67 2.89
H: 5.08 2.54 1.81
C: -5.31 2.71 3.61
C: -4.91 1.82 2.50
O: -4.98 2.23 1.33
N: -4.45 0.66 2.78
C: -4.22 -0.08 4.01
H: -5.99 3.50 3.28
H: -4.46 3.28 3.97
H: -5.81 2.24 4.46
H: -4.09 0.24 1.93
H: -3.60 -0.97 3.92
H: -5.15 -0.36 4.52
H: -3.50 0.43 4.65
C: -4.08 -6.41 -4.82
C: -2.95 -5.48 -4.46
O: -2.13 -5.11 -5.34
N: -2.98 -4.99 -3.19
C: -2.06 -3.94 -2.82
H: -3.64 -7.39 -5.02
H: -4.55 -6.09 -5.75
H: -4.76 -6.61 -3.99
H: -3.62 -5.46 -2.57
H: -1.10 -4.36 -2.53
H: -2.59 -3.62 -1.92
H: -1.95 -3.06 -3.46



C37H84FO15P3 | ωB97M-V/def2-TZVPD

Values from the calculation:
E_tot in eV: -101017.94697
HOMO-LUMO gap in eV: 6.459
Net charge: 0
SMILES string: CCCCCCCCCCCCCCCCCCCO[C@H](C[C@H](C)O)[C@H](CCCF)OC.COP(=O)(OC)OC.COP(=O)(OC)OC.COP(=O)(OC)OC

Element x y z (Å)
C: 4.51 2.41 -2.21
C: 5.37 1.16 -2.69
C: 4.49 -0.01 -3.29
C: 3.70 -0.70 -2.09
C: 2.11 -0.54 -2.22
C: 1.44 -1.71 -3.06
C: 1.08 -1.26 -4.54
C: -0.24 -0.35 -4.62
C: 0.12 1.17 -4.87
C: -1.16 2.10 -5.11
C: -1.47 3.12 -3.94
C: -0.28 4.10 -3.56
C: -0.35 4.46 -2.01
C: 0.80 3.82 -1.14
C: 0.53 2.34 -0.67
C: 0.06 2.22 0.85
C: -0.81 0.91 1.01
C: -0.27 -0.10 2.14
C: -0.72 -1.54 1.64
O: -0.72 -2.53 2.68
C: 0.43 -3.39 2.67
C: 1.82 -2.67 2.55
C: 2.43 -2.42 1.12
C: 3.81 -3.22 0.85
O: 2.81 -1.01 1.07
C: 0.23 -4.66 1.72
C: 1.36 -5.75 1.88
C: 1.56 -6.24 3.40
C: 2.99 -5.89 3.97
F: 4.03 -6.20 3.06
O: -0.11 -4.29 0.37
C: 0.68 -4.89 -0.64
H: 4.43 3.15 -3.06
H: 5.06 2.93 -1.38
H: 3.51 2.08 -1.83
H: 6.06 1.50 -3.53
H: 6.01 0.83 -1.83
H: 3.77 0.40 -4.06
H: 5.17 -0.80 -3.73
H: 3.95 -1.78 -1.92
H: 3.97 -0.13 -1.15
H: 1.60 -0.51 -1.23
H: 1.96 0.48 -2.68
H: 0.51 -2.05 -2.52
H: 2.13 -2.60 -3.07
H: 0.91 -2.20 -5.13
H: 1.98 -0.69 -4.92
H: -0.89 -0.49 -3.72
H: -0.78 -0.72 -5.54
H: 0.86 1.27 -5.71
H: 0.63 1.56 -3.95
H: -0.99 2.60 -6.11
H: -2.03 1.40 -5.23
H: -1.79 2.55 -3.03
H: -2.34 3.75 -4.30
H: 0.73 3.70 -3.86
H: -0.42 5.04 -4.19
H: -1.39 4.29 -1.58
H: -0.21 5.59 -1.96
H: 1.74 3.87 -1.76
H: 0.99 4.54 -0.28
H: 1.53 1.81 -0.72
H: -0.16 1.81 -1.38
H: -0.64 3.10 1.00
H: 0.90 2.33 1.58
H: -1.91 1.12 1.14
H: -0.72 0.35 0.03
H: -0.79 0.21 3.09
H: 0.85 0.03 2.16
H: -0.19 -1.83 0.70
H: -1.80 -1.40 1.35
H: 0.42 -3.84 3.71
H: 2.58 -3.26 3.15
H: 1.73 -1.68 3.11
H: 1.75 -2.57 0.25
H: 4.66 -2.50 0.98
H: 3.97 -4.03 1.62
H: 3.78 -3.62 -0.19
H: 3.41 -0.88 1.82
H: -0.71 -5.15 2.14
H: 1.11 -6.71 1.34
H: 2.35 -5.42 1.47
H: 1.49 -7.37 3.44
H: 0.73 -5.88 4.07
H: 3.08 -4.87 4.42
H: 3.16 -6.61 4.83
H: 1.78 -4.64 -0.60
H: 0.52 -6.01 -0.73
H: 0.31 -4.47 -1.63
C: -5.14 10.17 -4.73
O: -3.75 9.87 -4.53
P: -3.36 8.21 -4.72
O: -3.44 7.89 -3.23
O: -1.82 8.53 -5.17
C: -1.29 9.84 -5.29
O: -3.09 6.59 -5.22
C: -4.28 5.80 -5.30
H: -5.29 11.24 -4.57
H: -5.43 9.92 -5.75
H: -5.75 9.61 -4.02
H: -1.23 10.32 -4.31
H: -1.89 10.44 -5.97
H: -0.28 9.76 -5.69
H: -4.97 6.23 -6.03
H: -4.76 5.73 -4.32
H: -4.00 4.80 -5.64
C: -2.45 7.59 6.24
O: -2.18 7.78 4.85
P: -2.11 6.33 3.94
O: -0.60 6.20 4.01
O: -2.58 7.06 2.55
C: -2.87 8.45 2.46
O: -2.36 4.83 3.14
C: -2.36 3.69 4.00
H: -2.46 8.56 6.73
H: -3.43 7.12 6.37
H: -1.68 6.96 6.69
H: -1.97 9.04 2.62
H: -3.65 8.73 3.16
H: -3.24 8.64 1.45
H: -3.15 3.78 4.75
H: -1.39 3.60 4.51
H: -2.53 2.80 3.40
C: -2.17 -13.27 5.29
O: -2.33 -11.90 4.92
P: -0.86 -11.01 4.87
O: -1.13 -10.49 6.27
O: -1.42 -9.94 3.76
C: -2.69 -10.05 3.13
O: 0.65 -10.21 4.82
C: 1.71 -10.91 5.46
H: -3.16 -13.75 5.31
H: -1.55 -13.79 4.56
H: -1.72 -13.35 6.28
H: -3.49 -9.90 3.86
H: -2.80 -11.01 2.63
H: -2.76 -9.26 2.38
H: 1.86 -11.88 4.99
H: 1.48 -11.05 6.52
H: 2.62 -10.32 5.37